(1)
The following is a quantum chemistry calculation of a molecular structure, C40H47N9RbSSb, from the OMol25 dataset.

Kohn-Sham gap, eV: 5.616
E_HOMO, eV: -6.1552

The geometry in XYZ format:
```
99
C40H47N9RbSSb ωB97M-V/def2-TZVPD
Rb -0.21 0.73 0.50
C -1.64 0.63 3.86
C -0.26 0.00 3.63
C 0.85 0.99 3.79
C 1.49 1.16 5.02
C 2.52 2.07 5.13
C 2.86 2.83 4.02
C 2.16 2.61 2.84
N 1.19 1.71 2.72
N -2.39 0.75 2.61
C -3.42 1.77 2.71
C -2.84 3.16 2.81
C -3.65 4.26 3.11
C -3.07 5.51 3.22
C -1.70 5.63 3.06
C -0.98 4.48 2.76
N -1.54 3.29 2.62
C -2.97 -0.54 2.26
C -3.45 -0.69 0.86
C -4.52 -1.55 0.59
C -4.89 -1.79 -0.72
C -4.18 -1.15 -1.73
C -3.16 -0.30 -1.37
N -2.80 -0.07 -0.12
H -1.51 1.62 4.29
H -2.21 0.02 4.59
H -0.22 -0.40 2.62
H -0.10 -0.84 4.31
H 1.19 0.56 5.86
H 3.04 2.20 6.06
H 3.67 3.54 4.05
H 2.38 3.19 1.95
H -4.08 1.61 3.59
H -4.05 1.71 1.82
H -4.71 4.15 3.26
H -3.67 6.38 3.44
H -1.20 6.59 3.16
H 0.09 4.51 2.63
H -3.79 -0.81 2.95
H -2.18 -1.30 2.38
H -5.05 -2.03 1.40
H -5.70 -2.47 -0.96
H -4.41 -1.34 -2.77
H -2.59 0.23 -2.13
N 5.38 6.48 -7.92
C 4.70 6.00 -7.12
C 3.87 5.41 -6.15
C 2.49 5.67 -6.16
C 1.68 5.09 -5.21
C 2.22 4.25 -4.22
C 3.59 4.00 -4.22
C 4.41 4.57 -5.17
N 1.39 3.68 -3.26
C 0.03 3.85 -3.13
C -0.35 3.09 -2.06
N 0.73 2.46 -1.53
C 1.75 2.82 -2.26
H 2.07 6.31 -6.91
H 0.62 5.30 -5.23
H 4.03 3.36 -3.47
H 5.47 4.37 -5.16
H -0.55 4.47 -3.77
H -1.33 2.98 -1.64
H 2.75 2.49 -2.10
C 3.46 -4.47 -0.27
C 3.29 -3.04 0.19
Sb 1.57 -1.97 -0.66
C 2.50 -1.31 -2.54
C 3.54 -2.20 -3.19
C 0.38 -3.65 -1.39
C 0.74 -4.28 -2.71
H 4.29 -4.94 0.26
H 3.66 -4.54 -1.33
H 2.56 -5.05 -0.04
H 4.19 -2.45 -0.04
H 3.14 -3.01 1.27
H 2.94 -0.34 -2.31
H 1.67 -1.12 -3.24
H 4.35 -2.40 -2.49
H 3.97 -1.71 -4.07
H 3.11 -3.14 -3.51
H -0.64 -3.27 -1.42
H 0.42 -4.39 -0.59
H 0.71 -3.55 -3.52
H 0.02 -5.06 -2.95
H 1.73 -4.74 -2.68
C -1.42 -7.79 2.22
C -1.75 -6.47 1.58
C -2.72 -6.34 0.58
C -2.95 -5.06 0.12
N -2.28 -4.00 0.54
C -1.33 -4.23 1.46
S -0.40 -2.93 2.01
N -1.07 -5.43 2.01
H -2.16 -8.55 1.99
H -1.35 -7.67 3.30
H -0.44 -8.13 1.87
H -3.27 -7.18 0.20
H -3.71 -4.86 -0.63
```

(2)
The following is a quantum chemistry calculation of a molecular structure, C40H48AsF5NOP4STi, from the OMol25 dataset.

Kohn-Sham gap (alpha / beta), eV: 7.655 / 8.336
E_HOMO (alpha / beta), eV: -9.3577 / -10.1987
Net charge: +1
Multiplicity: 3

The geometry in XYZ format:
```
102
C40H48AsF5NOP4STi ωB97M-V/def2-TZVPD
Ti 0.36 -0.41 1.10
C 1.86 -2.84 3.95
P 1.56 -1.14 3.35
C 1.05 -0.28 4.87
C 3.29 -0.55 3.12
C 3.88 -1.26 1.90
P 2.95 -0.80 0.37
C 3.32 -2.22 -0.73
C 4.06 0.48 -0.30
H 2.70 -2.85 4.64
H 2.06 -3.52 3.12
H 0.98 -3.20 4.47
H 1.73 -0.51 5.70
H 0.04 -0.60 5.14
H 1.04 0.79 4.69
H 3.88 -0.75 4.02
H 3.25 0.53 2.96
H 3.84 -2.34 2.03
H 4.94 -1.00 1.77
H 4.39 -2.36 -0.85
H 2.87 -2.03 -1.71
H 2.88 -3.13 -0.33
H 5.08 0.09 -0.36
H 4.06 1.35 0.37
H 3.73 0.79 -1.28
F -2.20 -4.23 6.80
C -2.13 -3.44 5.74
C -1.50 -3.86 4.58
F -0.96 -5.08 4.53
C -1.42 -3.02 3.49
F -0.80 -3.48 2.40
C -1.96 -1.74 3.49
S -1.95 -0.72 2.06
C -2.59 -1.35 4.67
F -3.15 -0.13 4.76
C -2.68 -2.17 5.78
F -3.29 -1.74 6.88
C -0.69 -0.71 -3.91
N -0.39 0.06 -2.69
P -1.16 -0.38 -1.24
C -2.89 0.09 -1.55
C -3.25 0.91 -2.62
C -4.57 1.30 -2.82
C -5.55 0.87 -1.94
C -5.21 0.04 -0.88
C -3.90 -0.35 -0.69
C -1.24 -2.21 -1.25
C -2.24 -2.96 -1.86
C -2.22 -4.34 -1.80
C -1.21 -5.00 -1.13
C -0.20 -4.27 -0.50
C -0.23 -2.89 -0.57
P 1.18 0.77 -2.45
C 1.81 0.88 -4.16
C 2.70 -0.12 -4.56
C 3.21 -0.13 -5.86
C 2.85 0.86 -6.75
C 1.98 1.87 -6.35
C 1.47 1.88 -5.06
C 0.79 2.54 -2.14
C 1.81 3.32 -1.60
C 1.63 4.68 -1.41
C 0.42 5.28 -1.73
C -0.62 4.50 -2.24
C -0.43 3.14 -2.45
H -1.73 -1.02 -3.90
H -0.07 -1.61 -3.99
H -0.52 -0.10 -4.80
H -2.49 1.24 -3.32
H -4.82 1.93 -3.66
H -6.58 1.17 -2.09
H -5.98 -0.32 -0.20
H -3.65 -1.01 0.14
H -3.05 -2.45 -2.38
H -3.01 -4.91 -2.29
H -1.20 -6.08 -1.07
H 0.58 -4.78 0.05
H 0.59 -2.34 -0.09
H 2.99 -0.89 -3.86
H 3.89 -0.92 -6.16
H 3.24 0.86 -7.75
H 1.71 2.66 -7.04
H 0.80 2.68 -4.76
H 2.76 2.86 -1.34
H 2.44 5.28 -1.02
H 0.28 6.34 -1.58
H -1.56 4.96 -2.49
H -1.23 2.55 -2.86
C -1.97 2.69 0.84
As -0.56 2.66 2.13
C -1.29 2.45 3.89
C 0.32 4.35 2.10
O 0.61 1.49 1.79
H -2.47 3.66 0.89
H -2.67 1.88 1.04
H -1.52 2.56 -0.15
H -2.21 3.02 3.96
H -0.57 2.82 4.62
H -1.51 1.40 4.05
H -0.34 5.12 2.50
H 0.60 4.59 1.08
H 1.22 4.28 2.72
```

Maximum force list, top to bottom, in eV/Å: 1.26 0.42
Electronic energy list, top to bottom, in eV: -73681.439 -191325.669